# 1
6 unconnected molecules or ions with the total composition C21H34N5O10P in a non-equilibrium geometry, computed with wB97M-V/def2-TZVPD.

Calculated values
2S+1	1
total charge	0
structure (SMILES)	O=C1C=C(CP(=O)(O)O)C(=O)c2ccccc21.CC(N)=O.CC(N)=O.CC(N)=O.CC(N)=O.CC(N)=O
molar mass	547.50	g mol⁻¹
relative energy (zero: lowest compared OMol25 entry of this formula, charge and spin)	0.0	kcal/mol
Kohn-Sham gap	8.3436	eV

Cartesian coordinates (Å):
O: 1.77678 -2.83166 3.07571
C: 1.20918 -2.57240 2.04026
C: 0.22301 -3.56353 1.33169
C: 0.20945 -3.67091 -0.02354
C: -0.76314 -4.58917 -0.81902
P: -2.41247 -3.69248 -0.78524
O: -2.82929 -3.37883 0.62890
O: -2.28403 -2.22342 -1.58201
O: -3.59814 -4.60648 -1.48674
C: 1.20646 -2.77803 -0.84083
O: 1.75393 -3.17474 -1.84194
C: 1.44369 -1.36570 -0.21243
C: 1.64969 -0.21125 -1.07083
C: 1.81985 1.08548 -0.42813
C: 1.77937 1.23296 1.03415
C: 1.60007 0.05557 1.90512
C: 1.42685 -1.23623 1.26268
H: -0.51803 -4.17962 1.90202
H: -0.82162 -5.61663 -0.38647
H: -0.42280 -4.63463 -1.89252
H: -2.32055 -1.46662 -0.94359
H: -4.34352 -4.55790 -0.85851
H: 1.66200 -0.39367 -2.17018
H: 1.97355 1.98310 -1.05478
H: 1.87793 2.22455 1.52810
H: 1.55176 0.12491 3.01277
C: -0.73070 4.40933 -2.87845
C: -0.52392 3.58825 -1.63344
N: -1.64057 3.08205 -1.05866
O: 0.57759 3.37474 -1.14947
H: -0.19095 3.94514 -3.70416
H: -0.34390 5.41466 -2.70951
H: -1.78545 4.48091 -3.14714
H: -2.56954 3.22543 -1.41734
H: -1.52213 2.52748 -0.22363
C: -4.04769 0.04591 2.42089
C: -3.47669 0.39335 1.07360
N: -4.26101 1.16437 0.26906
O: -2.37798 0.01648 0.70557
H: -3.38532 0.42931 3.19724
H: -4.11921 -1.03906 2.50528
H: -5.04053 0.47475 2.56560
H: -5.17070 1.49579 0.53533
H: -3.89863 1.41209 -0.64347
C: 5.82814 4.59332 1.71279
C: 4.50692 4.04940 1.23574
N: 4.35994 3.93415 -0.11033
O: 3.61123 3.72685 1.99504
H: 6.30731 3.85199 2.35223
H: 5.65185 5.50606 2.28200
H: 6.49760 4.82343 0.88273
H: 5.07133 4.18793 -0.77148
H: 3.48308 3.57306 -0.45413
C: 5.18582 -5.59911 3.92854
C: 5.76247 -5.23312 2.58554
N: 4.96997 -4.47001 1.78741
O: 6.86835 -5.58988 2.22054
H: 5.83683 -5.21134 4.71205
H: 5.12863 -6.68493 4.00649
H: 4.18593 -5.18562 4.06883
H: 4.05210 -4.15469 2.05103
H: 5.33179 -4.21100 0.88387
C: -5.42565 3.25828 -4.37330
C: -5.21680 2.43819 -3.12935
N: -6.33655 1.92747 -2.55805
O: -4.11165 2.23335 -2.64864
H: -4.88243 2.79685 -5.19802
H: -5.04382 4.26518 -4.20353
H: -6.47976 3.32601 -4.64402
H: -7.26167 2.07173 -2.92119
H: -6.22360 1.37284 -1.72474

Atomic forces in eV per Å
O -0.4 0.0 -0.3
C -0.5 0.6 -1.2
C 0.0 0.1 -0.8
C 0.3 0.5 0.3
C 0.3 1.0 -0.9
P -1.3 1.9 2.3
O 0.4 -0.8 -1.4
O 0.1 -2.1 0.4
O 1.5 0.9 0.2
C -0.4 0.5 1.3
O -0.5 0.3 0.3
C 0.0 0.9 0.7
C 0.1 -0.3 2.5
C 0.1 -1.5 1.2
C -0.3 -2.2 -0.5
C 0.0 -0.3 -2.7
C 0.0 0.5 -1.3
H 1.0 0.7 -0.2
H -0.3 0.9 -0.4
H -0.2 -0.2 1.1
H 0.1 -0.8 -0.1
H 0.3 0.0 -0.2
H 0.1 0.5 1.0
H -0.2 -1.0 0.6
H 0.0 -0.8 -0.7
H 0.1 0.0 -1.0
C -0.2 0.0 -0.1
C -0.2 -0.2 0.4
N 0.0 0.1 0.2
O -0.2 0.7 -0.3
H 0.1 0.1 0.1
H 0.1 -0.1 0.0
H 0.0 0.0 0.0
H 0.1 -0.1 -0.2
H 0.0 -0.1 -0.1
C -0.2 0.1 0.1
C -0.2 0.1 -0.1
N 0.2 0.0 -0.2
O 0.1 -0.1 -0.2
H 0.0 -0.1 0.0
H 0.2 0.0 0.0
H 0.0 0.0 0.0
H 0.1 0.0 0.2
H -0.2 0.0 -0.1
C 0.2 0.1 -0.2
C -0.3 -0.1 -0.1
N -0.1 0.0 -0.1
O 0.2 0.1 0.1
H -0.1 0.1 0.1
H 0.0 -0.1 0.1
H 0.0 0.0 0.1
H 0.0 0.0 0.1
H 0.0 0.1 0.0
C -0.3 0.1 0.1
C 0.2 0.1 -0.3
N -0.1 0.1 -0.1
O -0.1 0.0 0.2
H 0.0 -0.1 0.0
H 0.1 0.1 0.0
H 0.0 0.0 0.0
H 0.1 0.0 0.1
H 0.0 0.0 0.1
C -0.2 0.0 -0.1
C -0.2 -0.1 0.1
N 0.1 0.0 0.2
O 0.0 0.2 0.1
H 0.1 0.1 0.1
H 0.1 -0.1 -0.1
H 0.1 0.0 0.0
H 0.1 0.0 -0.1
H -0.1 -0.1 -0.1

# 2
A molecular structure, C21H34N9O2Y, computed with wB97M-V/def2-TZVPD.

Calculated values
2S+1	1
total charge	+2
molar mass	533.47	g mol⁻¹
relative energy (zero: lowest compared OMol25 entry of this formula, charge and spin)	0.0	kcal/mol
Kohn-Sham gap	6.3312	eV

Cartesian coordinates (Å):
Y: 0.01044 0.05176 -0.29095
N: 1.56910 -1.68452 0.79698
C: 2.91227 -1.15974 1.15283
C: 3.38075 -0.15855 0.11120
N: 2.46387 0.99338 -0.03273
C: 2.83458 1.78010 -1.23923
C: 2.14240 1.28905 -2.49356
N: 0.67731 1.35901 -2.27435
C: 2.54495 1.88536 1.15191
C: 1.22533 2.59390 1.38772
N: 0.17549 1.57921 1.66054
H: 1.21160 -2.24249 1.56641
H: 1.69388 -2.34420 0.03141
H: 3.65376 -1.95625 1.22002
H: 2.84881 -0.70187 2.13780
H: 3.44031 -0.66421 -0.85679
H: 4.39116 0.17662 0.36738
H: 3.91915 1.77741 -1.37896
H: 2.53216 2.81649 -1.07693
H: 2.40363 0.25393 -2.71581
H: 2.46023 1.89996 -3.33823
H: 0.19631 0.98003 -3.08669
H: 0.37788 2.33022 -2.22801
H: 3.35256 2.61153 1.03101
H: 2.77724 1.29754 2.03964
H: 0.92274 3.15985 0.50373
H: 1.32763 3.30353 2.20834
H: -0.73004 2.05314 1.71185
H: 0.32954 1.20197 2.59249
N: -2.00676 -1.43710 1.37479
N: -2.54672 -2.53019 0.67397
C: -2.05333 -2.87044 -0.52865
N: -2.59585 -3.85248 -1.21812
N: -0.99001 -2.13467 -0.89819
N: -0.33162 -2.33124 -2.04511
O: 0.55399 -1.45489 -2.22301
O: -0.53706 -3.23002 -2.82147
H: -2.01002 -1.67248 2.36098
H: -2.59685 -0.62102 1.21938
H: -3.44870 -2.89186 0.94819
H: -3.40382 -4.35350 -0.88269
H: -2.19690 -4.10604 -2.10927
C: -6.29289 1.43980 -3.76149
C: -5.15087 1.06417 -4.45571
C: -3.97389 0.82273 -3.76377
C: -3.90553 0.97384 -2.37519
C: -5.06346 1.33944 -1.69092
C: -6.24399 1.56697 -2.37858
C: -2.60582 0.70002 -1.71928
C: -2.06536 1.15388 -0.56529
C: -2.73187 2.22935 0.21396
C: -3.08001 2.09687 1.56186
C: -3.65770 3.14822 2.27101
C: -3.87020 4.37028 1.65771
C: -3.50343 4.53218 0.32598
C: -2.94449 3.47996 -0.38112
H: -7.21630 1.62459 -4.29432
H: -5.18008 0.95274 -5.53196
H: -3.08699 0.51400 -4.30899
H: -5.04382 1.45008 -0.61291
H: -7.13656 1.84761 -1.83405
H: -2.01813 -0.00567 -2.33191
H: -2.94308 1.15365 2.08683
H: -3.94103 3.00058 3.30569
H: -4.31629 5.18670 2.20981
H: -3.66353 5.48344 -0.16561
H: -2.68146 3.61402 -1.42457

Atomic forces in eV per Å
Y 0.0 -0.1 -0.2
N 0.1 0.1 0.0
C 0.0 0.1 -0.1
C -0.1 -0.1 0.0
N -0.1 0.1 0.0
C -0.1 0.0 -0.1
C -0.1 0.0 0.2
N 0.1 0.0 -0.1
C -0.1 0.0 0.0
C 0.1 -0.1 -0.1
N 0.0 0.1 0.1
H 0.0 0.0 0.0
H 0.0 0.0 0.0
H 0.0 0.0 0.0
H 0.0 0.0 0.0
H 0.0 0.0 0.0
H 0.0 0.0 0.0
H 0.0 0.0 0.0
H 0.0 0.0 0.1
H 0.0 0.0 0.0
H 0.0 0.0 -0.1
H 0.0 0.0 0.0
H 0.0 0.0 0.0
H 0.0 0.0 0.0
H 0.0 0.0 0.0
H 0.0 0.0 0.0
H 0.0 0.0 0.0
H -0.1 0.0 0.0
H 0.0 0.0 0.0
N 0.0 0.1 -0.1
N 0.0 -0.1 -0.2
C 0.1 0.0 0.1
N -0.1 0.0 0.0
N 0.3 0.4 0.2
N 0.1 -0.3 -0.4
O -0.2 -0.2 0.1
O 0.0 0.2 0.1
H 0.1 0.0 0.0
H -0.1 0.0 0.0
H 0.0 0.0 0.0
H 0.0 0.0 0.0
H 0.0 0.0 -0.1
C 0.1 0.0 0.0
C 0.0 0.0 0.0
C 0.0 0.0 0.0
C 0.1 0.0 -0.3
C 0.0 0.0 0.2
C -0.1 0.0 0.0
C 0.1 0.0 0.3
C -0.3 0.0 0.0
C 0.1 0.1 -0.1
C -0.1 0.0 0.0
C 0.0 -0.1 0.0
C 0.0 0.0 0.0
C 0.0 0.0 0.0
C 0.0 0.1 0.0
H 0.0 0.0 0.0
H 0.0 0.0 0.0
H 0.0 0.0 0.0
H 0.0 0.0 -0.1
H 0.0 0.0 0.0
H 0.0 0.0 0.1
H 0.0 0.0 0.0
H 0.0 0.0 0.0
H 0.0 0.0 0.0
H 0.0 0.0 0.0
H 0.0 0.0 0.0

# 3
A molecular structure, C21H35AsCl4N4O2RuS in a non-equilibrium geometry, computed with wB97M-V/def2-TZVPD.

Calculated values
2S+1	6
total charge	+3
molar mass	725.41	g mol⁻¹
expectation value of S²	8.7624
relative energy (zero: lowest compared OMol25 entry of this formula, charge and spin)	23.7	kcal/mol
Kohn-Sham gap (alpha / beta)	7.2155 / 4.2678	eV

Cartesian coordinates (Å):
Ru: 0.21054 -1.22846 -0.65681
Cl: -1.82360 -2.81843 -1.48078
C: -0.85030 -4.28752 -1.75116
Cl: 0.83661 -3.89581 -1.32941
H: -0.89603 -4.56397 -2.79634
H: -1.20710 -5.07396 -1.09826
Cl: 2.83870 -1.36284 0.18251
C: 2.75076 0.16148 1.10358
Cl: 1.17459 0.91744 0.76743
H: 3.54075 0.81956 0.76726
H: 2.82336 -0.06004 2.16093
C: -4.53005 1.52400 5.03293
C: -3.20532 1.09590 5.65188
N: -2.26420 0.45008 4.71473
C: -1.00050 1.13740 4.45181
C: -1.15243 2.25535 3.42312
C: -2.59600 -0.75756 4.22508
O: -3.66061 -1.31332 4.42251
C: -1.56812 -1.54412 3.43629
C: -1.14815 -2.76840 3.94500
C: -0.28358 -3.55941 3.20091
C: 0.12156 -3.11467 1.95955
N: -0.31516 -1.94933 1.45066
C: -1.14714 -1.18109 2.17546
H: -5.12558 2.04059 5.78460
H: -5.10074 0.66587 4.68998
H: -4.36659 2.19205 4.18369
H: -3.39898 0.40617 6.47420
H: -2.69501 1.95926 6.07488
H: -0.25757 0.41483 4.11576
H: -0.64883 1.56264 5.39082
H: -1.54651 1.86749 2.47898
H: -0.18752 2.73207 3.23393
H: -1.84092 3.01908 3.78474
H: -1.50645 -3.10190 4.91145
H: 0.06627 -4.51384 3.57097
H: 0.80487 -3.69760 1.35875
H: -1.49952 -0.27161 1.70464
C: 5.06881 -0.86108 -6.15955
C: 4.50916 -0.20277 -4.94803
C: 5.11101 0.82493 -4.26264
C: 4.49605 1.34073 -3.12269
N: 3.32273 0.83703 -2.67397
C: 2.75341 -0.12726 -3.34801
S: 1.18587 -0.76717 -2.91735
N: 3.32226 -0.64598 -4.46571
C: 5.09943 2.45788 -2.34868
H: 5.92887 -0.31282 -6.53299
H: 4.32325 -0.93467 -6.95358
H: 5.39430 -1.87603 -5.91540
H: 6.05083 1.22802 -4.61216
H: 2.83002 -1.38013 -4.96235
H: 5.85691 2.98316 -2.92472
H: 5.57728 2.05845 -1.44917
H: 4.32665 3.15325 -2.02432
C: -2.55667 -0.02768 -3.54023
As: -2.20796 0.99860 -1.96018
C: -3.90125 1.59369 -1.31235
C: -1.10372 2.51728 -2.31955
O: -1.45580 0.08545 -0.71770
H: -2.94862 0.64608 -4.30236
H: -3.30994 -0.77584 -3.30205
H: -1.65013 -0.50423 -3.90627
H: -4.35077 2.21987 -2.08356
H: -3.76963 2.16960 -0.39959
H: -4.53866 0.73345 -1.12050
H: -1.59342 3.15820 -3.05180
H: -0.13593 2.19124 -2.69324
H: -0.97982 3.06138 -1.38559

Atomic forces in eV per Å
Ru -0.9 0.8 -0.1
Cl -0.1 -0.2 -0.1
C 0.1 0.0 0.1
Cl 0.0 -0.3 0.0
H 0.0 0.0 -0.1
H 0.0 0.0 0.1
Cl 0.3 -0.1 0.2
C -0.1 0.0 0.0
Cl 0.1 0.2 0.1
H 0.0 0.0 -0.1
H 0.0 -0.1 0.0
C 0.1 0.0 -0.1
C -0.3 0.0 0.0
N 0.2 0.2 0.1
C -0.2 0.0 -0.2
C 0.1 0.0 0.1
C -0.1 -0.1 0.1
O 0.1 -0.1 0.0
C -0.1 0.1 0.0
C 0.1 -0.1 0.0
C 0.0 0.0 0.0
C -0.1 0.1 0.2
N 0.4 0.0 -0.6
C 0.0 0.0 -0.1
H 0.0 0.1 0.0
H 0.0 0.0 0.0
H 0.0 0.1 0.1
H 0.0 -0.1 0.0
H 0.1 0.0 -0.1
H 0.0 0.0 0.1
H 0.1 -0.1 0.0
H 0.0 0.0 0.0
H -0.1 0.0 0.0
H 0.0 0.0 0.0
H 0.0 0.0 0.0
H 0.0 0.0 0.0
H 0.0 0.0 0.0
H 0.1 0.0 0.0
C 0.0 -0.1 0.0
C 0.0 -0.1 -0.1
C 0.1 0.1 0.1
C -0.1 -0.1 0.0
N 0.1 0.0 0.1
C 0.2 0.1 0.3
S -0.6 -0.1 0.1
N 0.0 0.0 0.0
C 0.0 0.0 0.0
H 0.0 0.0 0.0
H 0.0 0.0 0.0
H 0.0 0.0 0.0
H 0.0 0.0 0.0
H 0.0 0.0 0.0
H 0.0 0.0 0.0
H 0.0 0.0 0.0
H 0.0 0.0 0.0
C 0.2 -0.1 0.1
As -0.4 0.5 -0.2
C 0.1 -0.1 0.1
C 0.0 -0.1 0.0
O 0.8 -0.7 -0.1
H 0.0 0.0 0.0
H 0.0 0.0 0.0
H 0.0 0.0 0.0
H 0.0 0.0 0.0
H 0.0 0.0 0.0
H 0.0 0.0 0.0
H 0.0 0.0 0.0
H 0.0 0.0 0.0
H 0.0 0.0 0.0

# 4
3 unconnected molecules or ions with the total composition C21H35F6N6O7SSi in a non-equilibrium geometry, computed with wB97M-V/def2-TZVPD.

Calculated values
2S+1	1
total charge	+1
molar mass	657.69	g mol⁻¹
Kohn-Sham gap	8.4864	eV

Cartesian coordinates (Å):
C: 2.89903 -0.97820 1.28269
N: 1.67138 -1.00319 0.40259
C: 0.38762 -1.64043 0.88421
Si: 0.34451 -2.66727 2.50973
C: -1.45309 -3.33559 2.93426
C: 0.93419 -1.59379 4.01696
C: 1.42025 -4.26844 2.23445
C: -0.87387 -0.59230 0.59748
N: -1.88560 -0.36139 1.69806
N: -1.75831 -0.92463 -0.61863
C: -2.12128 0.34250 -1.08992
O: -2.39777 1.58835 -1.56396
O: -0.06993 0.54776 0.09393
C: 1.34714 0.29721 -0.33124
C: 2.06267 1.69710 0.19327
N: 3.43626 1.94353 -0.39097
C: 1.19418 0.21098 -1.99426
C: 2.65038 -0.22796 -2.67985
S: 2.32019 -1.59912 -3.91077
C: 2.73714 -3.29284 -3.22538
N: 4.06619 -3.89690 -2.81154
N: 3.79920 -5.19816 -2.40108
C: 2.31592 -5.45241 -2.56605
O: 1.59365 -4.25187 -3.06764
H: 3.32320 -2.04999 1.56028
H: 2.79285 -0.27927 2.23860
H: 3.76232 -0.46971 0.63378
H: 1.94340 -1.64803 -0.38848
H: 0.18686 -2.47182 0.05226
H: -1.95654 -3.87842 2.01507
H: -2.09068 -2.43288 3.34934
H: -1.34493 -4.15526 3.79468
H: 0.41526 -1.91509 5.01832
H: 0.72632 -0.46927 3.74714
H: 2.10702 -1.76261 4.14415
H: 2.51270 -4.05032 1.87646
H: 0.93768 -4.98156 1.40995
H: 1.49145 -4.92645 3.22067
H: -2.73753 -0.93688 1.42196
H: -2.23353 0.62163 1.73519
H: 2.02590 1.81525 1.37878
H: 1.36588 2.57392 -0.21950
H: 4.03265 2.55530 0.20831
H: 3.39892 2.27748 -1.38382
H: 0.90816 1.29919 -2.37554
H: 0.36539 -0.58275 -2.30632
H: 3.31680 -0.60836 -1.76598
H: 3.18819 0.72323 -3.15138
H: 1.78154 -6.47801 -2.31069
C: -2.17035 1.91604 -4.46382
C: -1.25426 2.76833 -5.32290
O: -1.24719 2.29511 -6.67686
C: -2.29425 2.70066 -7.46436
O: -3.20510 3.42401 -7.07068
C: -2.13546 2.16912 -8.88813
F: -1.77722 0.85384 -8.92259
F: -1.17439 2.84213 -9.58306
F: -3.27764 2.26871 -9.62511
H: -1.89412 0.85941 -4.53824
H: -2.11542 2.22423 -3.41628
H: -3.21004 1.99707 -4.79460
H: -0.22664 2.68764 -4.95313
H: -1.52924 3.82806 -5.28055
C: -2.36258 4.36711 4.81410
C: -1.74850 3.10463 4.23732
O: -1.26299 2.25479 5.28578
C: -2.19794 1.46650 5.90661
O: -3.39033 1.46100 5.61329
C: -1.53970 0.57919 6.96220
F: -0.65189 1.25900 7.74270
F: -0.84237 -0.45127 6.40419
F: -2.43700 0.01219 7.81719
H: -1.65001 4.87572 5.47128
H: -2.66016 5.05207 4.01560
H: -3.24448 4.13639 5.41905
H: -0.88529 3.36827 3.61713
H: -2.45476 2.56777 3.59435

Atomic forces in eV per Å
C 2.9 1.1 1.0
N 0.9 -0.9 -1.8
C -3.1 -1.6 -2.2
Si -0.5 -1.3 2.1
C -0.5 -0.2 0.2
C 1.1 0.2 0.1
C 0.6 -1.3 -0.5
C 1.2 0.8 -1.1
N 0.6 -0.1 -0.8
N -1.5 6.9 -2.5
C 0.0 3.0 -1.4
O 2.0 -10.9 4.5
O 0.5 -0.2 1.7
C -3.2 2.8 -0.3
C -0.5 1.4 -0.5
N -0.6 -0.3 0.4
C 1.2 -0.1 0.1
C -0.2 0.4 2.4
S 0.8 -1.4 0.4
C 2.1 -2.3 1.8
N -6.7 0.5 -1.1
N -6.5 1.0 -1.4
C 3.6 2.4 -0.1
O 6.0 -1.2 1.3
H -1.5 2.2 -0.6
H -0.2 -1.8 -2.1
H -2.0 -1.0 1.3
H 0.0 0.8 1.0
H 0.3 1.5 1.7
H 0.8 1.2 1.9
H 1.1 -2.0 -0.9
H -0.1 1.8 -1.9
H 1.0 0.8 -2.1
H 0.4 -2.0 0.9
H -2.5 0.5 -0.1
H -1.9 -0.5 0.7
H 0.9 1.6 1.7
H -0.2 1.5 -2.0
H 1.6 0.9 0.5
H 0.8 -0.9 -0.3
H 0.3 -0.6 -2.7
H 0.9 -2.3 1.0
H -0.9 -0.7 -0.9
H 0.0 -0.2 1.7
H 0.3 -2.4 1.1
H 1.7 1.8 0.9
H -1.0 0.8 -2.3
H -1.1 -2.5 0.7
H 1.1 2.7 -0.8
C -0.2 0.1 -0.2
C -0.2 0.1 0.6
O -0.9 0.3 -1.5
C -0.8 1.6 2.7
O 2.0 -1.8 -1.4
C 0.0 -1.0 -2.6
F -0.3 1.1 0.5
F -0.7 -0.3 1.0
F 1.0 0.1 1.3
H 0.1 0.1 0.1
H 0.0 0.0 -0.6
H 0.1 0.1 0.1
H -0.1 -0.1 -0.4
H -0.1 -0.2 -0.2
C -0.2 0.0 0.3
C -0.3 0.6 -0.4
O -0.7 -1.5 1.0
C -1.9 1.5 -2.2
O 2.9 -0.4 1.0
C 0.8 -1.3 2.4
F -0.9 -0.3 -1.0
F -0.6 0.9 -0.1
F 0.6 0.8 -1.3
H 0.0 -0.1 -0.2
H 0.1 -0.1 0.1
H 0.1 0.0 -0.2
H 0.1 -0.2 0.3
H 0.0 0.0 0.3

- Among the records above, which one has the highest total charge?
  C21H35AsCl4N4O2RuS

- The lowest total charge belongs to which entry?
  C21H34N5O10P